Entry from the OMol25 dataset: a molecular structure, C28H41BrFN6O3Ti (wB97M-V/def2-TZVPD).

```
! wB97M-V def2-TZVPD RIJCOSX def2/J DEFGRID3
* xyz 1 3
Ti -0.7666 -0.5150 -0.9371
C 1.8122 4.4468 3.9024
C 2.7978 3.2986 3.7222
C 4.1796 3.8056 3.3553
C 5.1541 2.6521 3.2006
C 4.6380 1.6802 2.1724
C 5.4949 0.8907 1.4472
C 5.0072 0.0098 0.4812
F 5.8863 -0.7346 -0.1987
C 3.6774 -0.1029 0.2141
C 2.7844 0.6873 0.9487
C 1.3630 0.5630 0.7057
O 0.9430 -0.2128 -0.1879
C 0.4975 1.2995 1.5373
C 1.0342 2.1385 2.4868
N 2.3329 2.3325 2.6660
C 3.2534 1.5770 1.9253
C -0.9963 1.1775 1.4603
O -1.6901 1.4501 2.4145
O -1.4547 0.7404 0.3082
H 2.3092 5.2468 4.4499
H 0.9264 4.1669 4.4727
H 1.4961 4.8461 2.9350
H 2.8688 2.7306 4.6523
H 4.5087 4.4936 4.1323
H 4.1138 4.3699 2.4191
H 5.2775 2.1438 4.1612
H 6.1380 3.0099 2.9022
H 6.5635 0.9486 1.6199
H 3.3075 -0.7865 -0.5402
H 0.3585 2.6797 3.1342
C 0.6222 -1.6019 -6.0586
C 0.8444 -1.9913 -4.6184
C 1.9182 -2.8092 -4.2429
C 2.0410 -3.1619 -2.8880
C 1.1620 -2.6672 -1.9753
Br 1.3116 -3.3214 -0.1844
N 0.1272 -1.7975 -2.2722
C -0.0019 -1.5356 -3.6446
H 1.0867 -2.3229 -6.7301
H 1.0611 -0.6251 -6.2731
H -0.4401 -1.5498 -6.2998
H 2.6131 -3.1900 -4.9797
H 2.8109 -3.8461 -2.5584
H -0.8485 -0.9182 -3.9197
N -0.2467 1.2726 -2.2317
C -1.1719 2.3414 -2.7280
C -2.6354 2.0444 -2.4630
C -3.2369 0.9470 -3.3578
C -3.8182 -0.2224 -2.5830
N -2.7616 -1.0450 -1.9350
H 0.3818 1.6967 -1.5579
H 0.3548 0.9605 -2.9896
H -1.0095 2.4670 -3.7993
H -0.8993 3.2835 -2.2565
H -3.1874 2.9753 -2.6002
H -2.7480 1.7747 -1.4115
H -2.4862 0.5630 -4.0579
H -4.0295 1.3704 -3.9766
H -4.4140 -0.8506 -3.2440
H -4.4843 0.1486 -1.8033
H -2.4841 -1.7766 -2.5834
H -3.1808 -1.5173 -1.1302
C -2.3710 -2.5568 3.2906
C -3.3573 -2.5498 2.1193
C -3.6138 -3.9670 1.6261
C -4.6639 -1.8924 2.5440
N -2.8706 -1.7232 0.9864
N -1.5113 -1.9735 0.5959
H -2.8466 -2.9859 4.1743
H -2.0616 -1.5363 3.5440
H -1.4823 -3.1596 3.0829
H -3.9907 -4.5895 2.4397
H -2.7002 -4.4452 1.2588
H -4.3524 -3.9638 0.8228
H -5.1382 -2.4747 3.3354
H -5.3555 -1.8304 1.7004
H -4.4860 -0.8814 2.9245
H -2.9124 -0.7403 1.2440
H -1.4643 -2.9438 0.2982
H -0.8887 -1.9151 1.4037
*
```

Values from the calculation:
energy relative to the best compared isomer or geometry (same formula, charge and spin): 12.2 kcal/mol
HOMO energy (spin up / spin down): -7.6361 / -11.2050 eV
LUMO (spin up / spin down): -0.10061 / -0.10645 hartree
orbital gap (spin up / spin down): 4.90 / 8.31 eV